(1)
Here is a structure of composition C31H21CuN4O4S in a non-equilibrium geometry from OMol25. Energies are from wB97M-V/def2-TZVPD.

Computed properties:
Gap between HOMO and LUMO, eV: 5.0
HOMO, eV: -0.59
E, eV: -102115.25990
LUMO energy, eV: 4.43
Charge: -2
Multiplicity: 1

Atoms and positions in Å:
Cu 0.759 0.188 -0.938
O 1.853 -1.729 1.614
S 0.735 -0.897 1.976
O 0.602 -0.666 3.413
N 0.684 0.427 1.082
C 0.616 1.702 1.467
C 0.514 2.151 2.789
C 0.449 3.503 3.096
C 0.474 4.474 2.119
C 0.590 4.092 0.772
C 0.642 5.014 -0.295
C 0.803 4.567 -1.579
C 0.916 3.188 -1.792
N 0.854 2.315 -0.826
C 0.682 2.710 0.435
C -0.768 -1.812 1.592
C -1.984 -1.173 1.722
C -3.153 -1.913 1.672
C -3.087 -3.288 1.501
C -1.864 -3.916 1.330
C -0.697 -3.175 1.378
H 0.497 1.421 3.581
H 0.375 3.795 4.139
H 0.411 5.526 2.372
H 0.552 6.073 -0.074
H 0.844 5.254 -2.415
H 1.048 2.784 -2.786
H -1.994 -0.099 1.860
H -4.119 -1.434 1.768
H -3.996 -3.875 1.504
H -1.827 -4.987 1.171
H 0.280 -3.620 1.254
C 2.920 0.231 -1.444
C 3.779 -0.892 -1.296
C 4.102 -1.769 -2.365
C 4.966 -2.814 -2.212
C 5.565 -3.085 -0.965
C 5.249 -2.235 0.117
C 4.404 -1.179 -0.053
C 6.397 -4.184 -0.819
N 7.080 -5.116 -0.713
H 2.843 0.595 -2.471
H 3.168 1.034 -0.745
H 3.654 -1.588 -3.335
H 5.217 -3.458 -3.050
H 5.699 -2.430 1.083
H 4.163 -0.541 0.783
O -1.829 2.373 -1.145
C -2.157 1.194 -1.160
N -1.354 0.090 -1.241
C -2.108 -1.046 -1.348
O -1.692 -2.184 -1.514
C -3.559 -0.656 -1.264
C -4.747 -1.363 -1.267
C -5.934 -0.653 -1.118
C -5.940 0.733 -0.987
C -4.751 1.447 -1.003
C -3.575 0.735 -1.135
H -4.757 -2.440 -1.367
H -6.880 -1.180 -1.096
H -6.884 1.253 -0.867
H -4.728 2.525 -0.905

=====

(2)
Here is a structure of composition C33H39CoN5 in a non-equilibrium geometry from OMol25. Energies are from wB97M-V/def2-TZVPD.

Computed properties:
Gap between HOMO and LUMO (alpha / beta), eV: 2.1 / 7.4
HOMO (alpha / beta), eV: 2.38 / -2.96
E, eV: -79926.85493
LUMO energy (alpha / beta), eV: 4.44 / 4.39
Charge: -2
Multiplicity: 4

Atoms and positions in Å:
Co -0.843 -0.199 0.367
N -3.851 1.427 -1.218
N -0.838 -0.528 -2.132
C -0.149 -1.471 1.851
C -1.337 -2.032 1.229
C -2.420 -1.105 1.430
C -3.849 -1.288 1.002
H -3.956 -2.144 0.314
H -4.231 -0.389 0.488
H -4.486 -1.490 1.884
C -1.920 0.036 2.138
C -2.734 1.222 2.572
H -3.225 1.035 3.547
H -3.518 1.447 1.831
H -2.105 2.122 2.680
C -0.512 -0.204 2.418
C 0.384 0.688 3.230
H 0.140 1.753 3.081
H 1.443 0.545 2.959
H 0.278 0.465 4.309
C -1.432 -3.376 0.566
H -1.811 -4.146 1.267
H -0.444 -3.710 0.210
H -2.113 -3.355 -0.302
C 1.182 -2.152 1.988
H 2.005 -1.422 2.045
H 1.391 -2.814 1.132
H 1.215 -2.769 2.907
C -4.418 2.623 -1.424
H -5.425 2.755 -1.004
C -3.807 3.669 -2.130
H -4.322 4.624 -2.271
C -2.521 3.443 -2.644
H -1.997 4.228 -3.202
C -1.910 2.207 -2.432
H -0.900 2.009 -2.803
C -2.604 1.210 -1.705
C -2.015 -0.100 -1.369
H -2.775 -0.894 -1.348
C 0.104 -0.809 -1.202
C -0.424 -0.840 -3.423
H -1.033 -0.674 -4.310
C 0.843 -1.345 -3.284
H 1.560 -1.699 -4.023
N 1.157 -1.331 -1.910
C 2.365 -1.854 -1.337
C 2.603 -3.244 -1.403
C 3.769 -3.743 -0.798
H 3.957 -4.823 -0.829
C 4.685 -2.903 -0.144
C 5.944 -3.460 0.481
H 6.182 -2.947 1.429
H 6.811 -3.322 -0.193
H 5.849 -4.539 0.684
C 4.411 -1.525 -0.103
H 5.112 -0.852 0.405
C 3.261 -0.974 -0.692
C 2.980 0.505 -0.594
H 2.528 0.897 -1.520
H 3.905 1.065 -0.382
H 2.256 0.707 0.214
C 1.627 -4.182 -2.077
H 1.772 -4.198 -3.173
H 0.584 -3.876 -1.896
H 1.764 -5.212 -1.709
N -0.120 6.164 0.927
C -0.249 4.759 0.804
C -1.465 4.179 0.517
C -1.564 2.787 0.417
N -0.518 1.902 0.554
C 0.667 2.534 0.912
C 0.824 3.922 1.025
H -0.934 6.781 0.785
H 0.787 6.590 1.167
H -2.348 4.793 0.390
H -2.535 2.456 0.281
H 1.530 2.055 1.236
H 1.783 4.336 1.316

=====

(3)
Here is the molecule C5H10N2O2S in a non-equilibrium geometry from OMol25. Energies are from wB97M-V/def2-TZVPD.

Computed properties:
Gap between HOMO and LUMO, eV: 9.4
HOMO, eV: -8.78
E, eV: -23253.57931
LUMO energy, eV: 0.64
Charge: 0
Multiplicity: 1

Atoms and positions in Å:
C 0.740 2.598 -2.354
C 0.368 2.036 -1.218
S 1.255 1.892 0.364
O 0.419 2.433 1.403
O 2.591 2.389 0.266
C 1.388 0.092 0.675
C 0.167 -0.573 1.211
C -0.853 -0.719 0.114
N -1.792 -1.578 0.051
N -2.062 -2.410 1.016
H 0.278 2.760 -3.315
H 1.836 2.850 -2.289
H -0.721 1.728 -0.977
H 2.152 0.037 1.334
H 1.763 -0.377 -0.331
H 0.328 -1.645 1.657
H -0.310 0.124 1.997
H -0.774 0.081 -0.698
H -1.343 -2.725 1.831
H -2.781 -3.086 0.716

=====

(4)
Here is the molecule C5H4N2 from OMol25. Energies are from wB97M-V/def2-TZVPD.

Computed properties:
Gap between HOMO and LUMO, eV: 9.8
HOMO, eV: -9.15
E, eV: -8225.22205
LUMO energy, eV: 0.68
Charge: 0
Multiplicity: 1

Atoms and positions in Å:
C 2.338 -0.653 -0.838
C 1.237 -0.685 -0.355
C -0.075 0.307 1.460
C -0.097 -0.636 0.249
C -1.123 -0.007 -0.670
N -1.608 1.068 -0.189
N -0.944 1.206 1.070
H 3.322 -0.616 -1.251
H -0.409 -1.641 0.568
H -1.445 -0.376 -1.637
H -1.196 2.034 1.592

=====

(5)
Here is a cluster of 2 separate species, C2H5NO4 in total in a non-equilibrium geometry from OMol25. Energies are from wB97M-V/def2-TZVPD.

Computed properties:
Gap between HOMO and LUMO, eV: 10.9
HOMO, eV: -10.35
E, eV: -11834.55286
LUMO energy, eV: 0.54
Charge: 0
Multiplicity: 1

Atoms and positions in Å:
O -0.560 -0.145 2.370
C -0.709 -0.511 1.242
N 0.605 -0.681 0.514
C 0.974 -1.294 -0.736
O 1.934 -1.082 -1.349
O -0.096 -1.789 -1.186
H -1.641 -0.644 0.543
H 1.365 -0.160 1.026
H 0.077 -2.099 -2.123
O -1.568 4.128 -0.511
H -2.093 4.854 -0.849
H -1.213 4.747 0.184

=====

(6)
Here is a structure of composition C6H17O10Sr in a non-equilibrium geometry from OMol25. Energies are from wB97M-V/def2-TZVPD.

Computed properties:
Gap between HOMO and LUMO (alpha / beta), eV: 7.3 / 4.0
HOMO (alpha / beta), eV: -7.64 / -7.64
E, eV: -27810.87489
LUMO energy (alpha / beta), eV: -0.30 / -3.64
Charge: 0
Multiplicity: 2

Atoms and positions in Å:
Sr 0.362 -0.314 -0.751
C 0.761 2.935 2.134
C 1.583 1.652 2.305
O 1.486 0.815 1.434
O 2.191 1.442 3.357
H -0.262 2.773 2.475
H 0.694 3.398 1.149
H 1.064 3.728 2.817
C -3.116 1.880 1.179
C -2.018 1.089 0.485
O -1.778 1.357 -0.700
O -1.446 0.141 1.059
H -2.786 2.271 2.142
H -3.975 1.221 1.309
H -3.286 2.762 0.562
C 0.619 -4.407 0.910
C 1.053 -3.112 0.301
O 0.712 -2.835 -0.852
O 1.702 -2.264 0.916
H 0.212 -5.192 0.272
H -0.197 -4.283 1.623
H 1.336 -4.705 1.675
O 1.418 2.050 -1.272
H 0.842 2.672 -1.716
H 2.009 2.597 -0.755
O 2.542 -0.952 -1.992
H 2.998 -1.009 -2.832
H 3.243 -0.924 -1.340
O -0.032 -0.048 -3.299
H -0.850 0.239 -3.705
H 0.604 -0.049 -4.015
O -2.236 -1.573 -1.419
H -2.432 -2.330 -1.971
H -3.016 -1.022 -1.482

=====

(7)
Here is a structure of composition C11H23N2O5P2Yb in a non-equilibrium geometry from OMol25. Energies are from wB97M-V/def2-TZVPD.

Computed properties:
Gap between HOMO and LUMO (alpha / beta), eV: 5.3 / 5.3
HOMO (alpha / beta), eV: -14.99 / -14.98
E, eV: -75086.64505
LUMO energy (alpha / beta), eV: -9.65 / -9.65
Charge: +2
Multiplicity: 2

Atoms and positions in Å:
Yb 1.469 -0.769 1.330
P 0.475 2.600 1.370
C -1.179 2.354 0.784
C -1.496 1.612 -0.360
N -0.684 0.588 -0.777
C -0.912 0.105 -2.000
C -1.861 0.607 -2.885
C -2.741 1.564 -2.444
C -2.621 1.976 -1.119
C -0.061 -1.044 -2.534
P 0.667 -2.203 -1.323
H -3.288 2.685 -0.673
H -1.942 0.216 -3.879
H -3.542 1.944 -3.070
H -0.662 -1.663 -3.217
H 0.801 -0.643 -3.093
H -2.337 -0.481 4.028
H -1.948 2.619 1.469
H -1.213 -4.811 2.063
O -1.696 -0.006 3.409
H -0.937 0.119 4.038
H 2.885 -0.878 2.937
O -0.885 -3.986 1.700
H 0.060 -4.182 1.470
C -0.585 -3.545 -1.429
H -0.838 -3.736 -2.479
H -0.210 -4.461 -0.958
H -1.468 -3.219 -0.869
C 1.953 -2.969 -2.404
H 2.707 -3.447 -1.762
H 1.508 -3.722 -3.066
H 2.440 -2.186 -2.999
C 0.838 4.043 0.284
H 0.434 4.976 0.704
H 1.910 4.141 0.119
H 0.348 3.870 -0.682
C 0.077 3.404 2.978
H 0.984 3.467 3.593
H -0.333 4.414 2.862
H -0.655 2.781 3.504
O 3.257 -0.240 0.121
N 4.086 -0.841 0.952
O 5.206 -0.388 1.056
O 1.989 -0.665 3.251

=====

(8)
Here is a structure of composition C6H12FeN2PS in a non-equilibrium geometry from OMol25. Energies are from wB97M-V/def2-TZVPD.

Computed properties:
Gap between HOMO and LUMO (alpha / beta), eV: 3.2 / 6.7
HOMO (alpha / beta), eV: 0.20 / -3.38
E, eV: -63905.80321
LUMO energy (alpha / beta), eV: 3.39 / 3.31
Charge: -1
Multiplicity: 5

Atoms and positions in Å:
C -1.628 -1.125 -2.123
C -0.314 -1.554 -2.471
C 0.524 -0.392 -2.606
C -0.271 0.774 -2.390
C -1.611 0.333 -2.037
Fe -0.314 -0.241 -0.426
P -1.001 -1.886 0.907
H -2.518 -1.761 -2.027
H 0.002 -2.574 -2.687
H 1.566 -0.387 -2.921
H -2.468 0.987 -1.894
H 0.071 1.806 -2.511
H -0.049 -2.368 1.876
H -1.573 -3.128 0.460
H -2.079 -1.413 1.754
N 0.878 0.838 3.048
C 1.256 1.561 1.995
N 2.397 2.280 2.133
S 0.301 1.644 0.566
H 1.299 0.991 3.969
H 0.055 0.248 2.978
H 2.700 2.857 1.362
H 2.776 2.510 3.043

=====

What is the formula in the first record?
C31H21CuN4O4S

=====

Look up the charge of the fourth one.
0